A cluster of 8 separate species, C20H62O26P6 in total, computed with ωB97M-V/def2-TZVPD.

Each atom is followed by the atoms it is bonded to, with distances in Å.
Element x y z (Å)
1 C -1.142 -0.581 0.550  O2 1.417, H3 1.090, H4 1.090, H5 1.090
2 O -1.238 0.687 -0.077  C1 1.417, H6 0.960
3 H -0.611 -1.365 0.011  C1 1.090
4 H -0.934 -0.516 1.618  C1 1.090
5 H -2.205 -0.825 0.556  C1 1.090
6 H -1.978 1.159 0.312  O2 0.960
7 C -3.657 -5.768 0.884  O8 1.466, H9 1.090, H10 1.090, H11 1.090
8 O -2.987 -5.309 2.104  C7 1.466, H12 0.960
9 H -3.138 -5.424 -0.011  C7 1.090
10 H -3.510 -6.844 0.788  C7 1.090
11 H -4.701 -5.493 0.732  C7 1.090
12 H -3.546 -5.561 2.842  O8 0.960
13 C 7.502 0.959 3.218  O14 1.484, H21 1.090, H22 1.090, H23 1.090
14 O 6.651 -0.039 2.523  C13 1.484, P15 1.641
15 P 7.234 -1.525 2.142  O14 1.641, O16 1.509, O17 1.632, O19 1.611
16 O 8.292 -1.523 1.065  P15 1.509
17 O 7.719 -2.176 3.558  P15 1.632, C18 1.399
18 C 6.866 -2.244 4.664  O17 1.399, H24 1.090, H25 1.090, H26 1.090
19 O 5.887 -2.296 1.712  P15 1.611, C20 1.390
20 C 5.224 -1.952 0.540  O19 1.390, H27 1.090, H28 1.090, H29 1.090
21 H 8.268 0.540 3.871  C13 1.090
22 H 6.828 1.454 3.918  C13 1.090
23 H 7.949 1.720 2.578  C13 1.090
24 H 7.350 -1.792 5.530  C18 1.090
25 H 6.619 -3.270 4.939  C18 1.090
26 H 5.934 -1.678 4.656  C18 1.090
27 H 5.014 -2.837 -0.060  C20 1.090
28 H 5.662 -1.227 -0.146  C20 1.090
29 H 4.302 -1.473 0.872  C20 1.090
30 C 0.863 9.939 -1.533  O31 1.398, H38 1.090, H39 1.090, H40 1.090
31 O 1.273 8.866 -0.736  C30 1.398, P32 1.619
32 P 1.156 7.321 -1.205  O31 1.619, O33 1.491, O34 1.636, O36 1.624
33 O 1.258 7.165 -2.685  P32 1.491
34 O 2.333 6.572 -0.351  P32 1.636, C35 1.422
35 C 2.388 5.151 -0.361  O34 1.422, H41 1.090, H42 1.090, H43 1.090
36 O -0.192 6.786 -0.475  P32 1.624, C37 1.422
37 C -1.455 7.163 -1.010  O36 1.422, H44 1.090, H45 1.090, H46 1.090
38 H 1.646 10.616 -1.875  C30 1.090
39 H 0.177 10.557 -0.953  C30 1.090
40 H 0.322 9.586 -2.411  C30 1.090
41 H 2.402 4.680 0.622  C35 1.090
42 H 3.381 4.896 -0.732  C35 1.090
43 H 1.696 4.613 -1.009  C35 1.090
44 H -2.125 7.808 -0.442  C37 1.090
45 H -1.947 6.203 -1.165  C37 1.090
46 H -1.381 7.539 -2.030  C37 1.090
47 C 0.577 -10.503 3.305  O48 1.415, H55 1.090, H56 1.090, H57 1.090
48 O 1.741 -9.884 3.817  C47 1.415, P49 1.601
49 P 3.101 -9.910 2.973  O48 1.601, O50 1.472, O51 1.634, O53 1.631
50 O 3.182 -11.027 2.017  P49 1.472
51 O 4.190 -9.841 4.189  P49 1.634, C52 1.401
52 C 4.514 -10.992 4.918  O51 1.401, H58 1.090, H59 1.090, H60 1.090
53 O 3.151 -8.411 2.331  P49 1.631, C54 1.448
54 C 2.123 -7.996 1.399  O53 1.448, H61 1.090, H62 1.090, H63 1.090
55 H 0.275 -11.143 4.134  C47 1.090
56 H 0.654 -11.152 2.433  C47 1.090
57 H -0.227 -9.791 3.118  C47 1.090
58 H 4.029 -11.931 4.649  C52 1.090
59 H 4.394 -10.768 5.978  C52 1.090
60 H 5.557 -11.259 4.745  C52 1.090
61 H 1.801 -7.029 1.786  C54 1.090
62 H 1.234 -8.623 1.461  C54 1.090
63 H 2.332 -7.912 0.333  C54 1.090
64 C -3.851 1.806 5.619  O65 1.430, H72 1.090, H73 1.090, H74 1.090
65 O -4.167 3.173 5.346  C64 1.430, P66 1.644
66 P -5.247 3.635 4.196  O65 1.644, O67 1.498, O68 1.630, O70 1.628
67 O -5.126 2.936 2.877  P66 1.498
68 O -6.645 3.318 4.973  P66 1.630, C69 1.393
69 C -7.866 3.849 4.561  O68 1.393, H75 1.090, H76 1.090, H77 1.090
70 O -5.149 5.256 4.096  P66 1.628, C71 1.449
71 C -5.340 6.141 5.227  O70 1.449, H78 1.090, H79 1.090, H80 1.090
72 H -4.425 1.112 5.004  C64 1.090
73 H -3.939 1.705 6.701  C64 1.090
74 H -2.793 1.586 5.474  C64 1.090
75 H -7.827 4.385 3.612  C69 1.090
76 H -8.369 4.478 5.295  C69 1.090
77 H -8.610 3.054 4.514  C69 1.090
78 H -5.298 5.699 6.223  C71 1.090
79 H -6.301 6.656 5.221  C71 1.090
80 H -4.527 6.866 5.250  C71 1.090
81 C -8.128 -1.393 -6.041  O82 1.413, H89 1.090, H90 1.090, H91 1.090
82 O -8.620 -0.191 -5.485  C81 1.413, P83 1.631
83 P -8.128 0.400 -4.047  O82 1.631, O84 1.494, O85 1.644, O87 1.634
84 O -7.835 -0.642 -3.017  P83 1.494
85 O -6.834 1.338 -4.434  P83 1.644, C86 1.424
86 C -5.662 1.437 -3.633  O85 1.424, H92 1.090, H93 1.090, H94 1.090
87 O -9.277 1.456 -3.561  P83 1.634, C88 1.429
88 C -8.897 2.420 -2.578  O87 1.429, H95 1.090, H96 1.090, H97 1.090
89 H -7.816 -1.310 -7.082  C81 1.090
90 H -8.874 -2.180 -6.154  C81 1.090
91 H -7.215 -1.730 -5.550  C81 1.090
92 H -4.803 1.222 -4.269  C86 1.090
93 H -5.590 0.735 -2.803  C86 1.090
94 H -5.649 2.433 -3.190  C86 1.090
95 H -8.495 3.248 -3.164  C88 1.090
96 H -8.136 2.140 -1.851  C88 1.090
97 H -9.824 2.804 -2.151  C88 1.090
98 C 2.444 1.950 -5.569  O99 1.453, H106 1.090, H107 1.090, H108 1.090
99 O 3.315 0.819 -5.838  C98 1.453, P100 1.602
100 P 4.897 1.040 -5.966  O99 1.602, O101 1.506, O102 1.637, O104 1.617
101 O 5.432 1.575 -4.664  P100 1.506
102 O 5.083 1.970 -7.300  P100 1.637, C103 1.422
103 C 6.340 2.488 -7.715  O102 1.422, H109 1.090, H110 1.090, H111 1.090
104 O 5.462 -0.423 -6.355  P100 1.617, C105 1.437
105 C 6.681 -0.891 -5.757  O104 1.437, H112 1.090, H113 1.090, H114 1.090
106 H 2.921 2.929 -5.609  C98 1.090
107 H 1.787 1.693 -4.738  C98 1.090
108 H 1.797 1.961 -6.447  C98 1.090
109 H 6.571 2.090 -8.703  C103 1.090
110 H 7.123 2.265 -6.990  C103 1.090
111 H 6.336 3.575 -7.799  C103 1.090
112 H 6.775 -1.976 -5.779  C105 1.090
113 H 6.709 -0.505 -4.738  C105 1.090
114 H 7.513 -0.497 -6.340  C105 1.090

As for the HOMO energy: -10.0 eV. The calculation puts the total energy at -130722.0234 eV. The SMILES is COP(=O)(OC)OC.COP(=O)(OC)OC.COP(=O)(OC)OC.COP(=O)(OC)OC.COP(=O)(OC)OC.COP(=O)(OC)OC.CO.CO. The value obtained for the relative energy (zero: lowest compared OMol25 entry of this formula, charge and spin) is 531.7 kJ/mol.

A cluster of 12 separate species, C20H64N4O12 in total, computed with ωB97M-V/def2-TZVPD.

Each atom is followed by the atoms it is bonded to, with distances in Å.
Element x y z (Å)
1 C -11.134 9.122 -8.606  O2 1.371, H3 1.074, H4 1.062, H5 1.081
2 O -10.191 10.115 -8.665  C1 1.371, H6 0.959
3 H -11.403 8.944 -7.582  C1 1.074
4 H -10.836 8.235 -9.108  C1 1.062
5 H -12.066 9.525 -8.978  C1 1.081
6 H -9.348 9.786 -8.348  O2 0.959
7 C -8.721 12.525 -7.307  O8 1.408, H9 1.151, H10 1.081, H11 1.079
8 O -8.054 13.419 -6.447  C7 1.408, H12 1.011
9 H -8.538 12.827 -8.402  C7 1.151
10 H -9.776 12.645 -7.102  C7 1.081
11 H -8.548 11.509 -6.986  C7 1.079
12 H -8.040 13.152 -5.472  O8 1.011
13 C -10.430 5.641 -10.419  O14 1.468, H15 1.076, H16 1.074, H17 1.068
14 O -10.210 4.354 -9.747  C13 1.468, H18 0.943
15 H -10.843 5.518 -11.405  C13 1.076
16 H -9.548 6.206 -10.658  C13 1.074
17 H -11.157 6.145 -9.820  C13 1.068
18 H -10.381 4.457 -8.825  O14 0.943
19 C -8.152 7.763 -8.779  O20 1.454, H21 1.068, H22 1.061, H23 1.046
20 O -7.916 8.972 -8.007  C19 1.454, H24 0.938
21 H -9.036 7.210 -8.547  C19 1.068
22 H -7.372 7.074 -8.574  C19 1.061
23 H -8.124 7.972 -9.804  C19 1.046
24 H -7.666 8.642 -7.165  O20 0.938
25 C -6.187 11.901 -8.878  O26 1.434, H27 1.049, H28 1.057, H29 1.145
26 O -5.677 12.813 -7.896  C25 1.434, H30 0.966
27 H -6.707 11.086 -8.471  C25 1.049
28 H -5.337 11.545 -9.396  C25 1.057
29 H -6.754 12.486 -9.682  C25 1.145
30 H -6.407 13.193 -7.391  O26 0.966
31 C -7.637 10.297 -11.490  O32 1.401, H33 1.132, H34 1.110, H35 1.057
32 O -6.440 10.900 -11.897  C31 1.401, H36 0.963
33 H -7.577 9.250 -11.916  C31 1.132
34 H -8.503 10.702 -12.054  C31 1.110
35 H -7.645 10.273 -10.433  C31 1.057
36 H -6.335 10.912 -12.854  O32 0.963
37 C -11.295 12.848 -10.305  O38 1.403, N39 1.302, N40 1.303
38 O -11.180 14.057 -11.007  C37 1.403
39 N -10.669 11.755 -10.635  C37 1.302, H41 1.040, H42 1.017
40 N -12.021 12.655 -9.240  C37 1.303, H43 1.058, H44 0.986
41 H -10.174 11.904 -11.538  N39 1.040
42 H -10.383 11.052 -9.958  N39 1.017
43 H -12.680 13.431 -8.953  N40 1.058
44 H -12.119 11.803 -8.754  N40 0.986
45 C -11.454 5.820 -6.829  O46 1.393, N47 1.294, N48 1.273
46 O -12.571 6.269 -7.530  C45 1.393
47 N -10.868 6.604 -5.983  C45 1.294, H49 1.014, H50 1.059
48 N -11.025 4.640 -7.037  C45 1.273, H51 1.071, H52 1.060
49 H -11.327 7.475 -5.740  N47 1.014
50 H -10.128 6.244 -5.317  N47 1.059
51 H -11.755 3.973 -7.449  N48 1.071
52 H -10.235 4.210 -6.476  N48 1.060
53 C -10.903 10.947 -5.014  C54 1.533, H57 1.044, H58 1.098, H59 1.075
54 C -10.281 9.763 -4.264  C53 1.533, C55 1.502, O56 1.243, H60 1.056
55 C -9.143 9.149 -5.028  C54 1.502, H61 1.087, H62 1.073, H63 1.079
56 O -9.832 10.011 -3.132  C54 1.243, H64 0.973
57 H -11.878 11.064 -4.660  C53 1.044
58 H -10.966 10.883 -6.108  C53 1.098
59 H -10.371 11.834 -4.722  C53 1.075
60 H -10.986 8.993 -4.105  C54 1.056
61 H -9.596 8.753 -5.933  C55 1.087
62 H -8.533 8.385 -4.586  C55 1.073
63 H -8.449 9.909 -5.353  C55 1.079
64 H -10.531 10.523 -2.689  O56 0.973
65 C -15.099 8.668 -6.418  C66 1.514, H69 1.063, H70 1.057, H71 1.070
66 C -14.942 10.134 -6.072  C65 1.514, C67 1.526, O68 1.243, H72 1.100
67 C -13.774 10.693 -6.880  C66 1.526, H73 1.065, H74 1.134, H75 1.093
68 O -15.907 10.874 -6.328  C66 1.243, H76 0.963
69 H -14.180 8.134 -6.444  C65 1.063
70 H -15.492 8.689 -7.399  C65 1.057
71 H -15.795 8.228 -5.734  C65 1.070
72 H -14.832 10.166 -4.978  C66 1.100
73 H -13.930 10.687 -7.934  C67 1.065
74 H -12.864 10.022 -6.791  C67 1.134
75 H -13.425 11.702 -6.645  C67 1.093
76 H -16.141 10.848 -7.262  O68 0.963
77 C -9.712 9.503 -14.205  C78 1.462, H81 1.084, H82 1.060, H83 1.071
78 C -10.019 8.347 -13.364  C77 1.462, C79 1.547, O80 1.257, H84 1.081
79 C -10.893 8.786 -12.165  C78 1.547, H85 1.072, H86 1.095, H87 1.070
80 O -10.791 7.550 -13.954  C78 1.257, H88 0.967
81 H -10.177 9.488 -15.184  C77 1.084
82 H -8.670 9.618 -14.362  C77 1.060
83 H -9.986 10.422 -13.729  C77 1.071
84 H -9.102 7.832 -13.114  C78 1.081
85 H -11.660 9.496 -12.403  C79 1.072
86 H -10.271 9.111 -11.325  C79 1.095
87 H -11.361 7.936 -11.715  C79 1.070
88 H -11.583 7.950 -14.339  O80 0.967
89 C -14.677 9.807 -10.696  C90 1.511, H93 1.125, H94 1.049, H95 1.113
90 C -14.940 8.321 -10.771  C89 1.511, C91 1.455, O92 1.211, H96 1.020
91 C -13.936 7.609 -9.995  C90 1.455, H97 1.104, H98 1.103, H99 1.035
92 O -16.043 7.963 -10.423  C90 1.211, H100 0.995
93 H -13.655 10.136 -11.031  C89 1.125
94 H -14.647 10.116 -9.694  C89 1.049
95 H -15.437 10.385 -11.268  C89 1.113
96 H -14.800 7.969 -11.718  C90 1.020
97 H -14.034 7.961 -8.953  C91 1.104
98 H -12.906 7.874 -10.288  C91 1.103
99 H -13.923 6.574 -10.001  C91 1.035
100 H -16.047 7.023 -10.097  O92 0.995

As for the HOMO energy: -8.6 eV. The calculation puts the total energy at -52298.7634 eV. The SMILES is NC(N)=O.NC(N)=O.CC(C)O.CC(C)O.CC(C)O.CC(C)O.CO.CO.CO.CO.CO.CO. The value obtained for the relative energy (zero: lowest compared OMol25 entry of this formula, charge and spin) is 738.7 kJ/mol.

Among the records above, which one has the lowest relative energy (zero: lowest compared OMol25 entry of this formula, charge and spin)?
C20H62O26P6